An isolated molecule of C5H7N, computed with ωB97M-V/def2-TZVPD.

The geometry in XYZ format:
```
13
Properties=species:S:1:pos:R:3:forces:R:3
C 2.011414 -0.225220 0.275889 -0.0855 -0.0100 0.0116
C 0.707760 -0.129666 0.015164 0.0898 -0.1882 0.0923
C -0.127484 1.119088 -0.222371 0.2221 -0.0757 -0.0130
C -1.535091 0.590125 -0.145506 -0.1578 -0.2214 -0.0478
C -1.489819 -0.740646 -0.084497 -0.1262 -0.0027 0.0099
N -0.169445 -1.239606 -0.085065 -0.0113 0.4559 -0.0806
H 2.506616 -1.192752 0.334775 -0.1335 0.1976 0.1071
H 0.082276 1.498952 -1.228229 0.0086 0.0504 0.0361
H 2.609266 0.661966 0.442319 -0.0340 -0.0634 -0.1659
H 0.120255 1.917637 0.479802 -0.0861 -0.0364 0.0114
H -2.433531 1.185991 -0.229711 0.1168 -0.0679 -0.0096
H -2.311882 -1.452289 -0.100387 0.1658 0.2254 0.0864
H 0.029663 -1.993580 0.547816 0.0312 -0.2635 -0.0380
```
Positions in Å, forces in eV/Å.

Gap between HOMO and LUMO in eV: 8.83
SMILES string: C=C1CC=CN1
Electronic energy in eV: -6787.48628
Charge: 0
Energy relative to the best compared isomer or geometry (same formula, charge and spin) in eV: 1.026

Atom charges from the Mulliken analysis, given in e for atoms 1 to 2: number 1, C, carries -1.0093; number 2, C, carries 0.3725



An isolated molecule of C5H7N, computed with ωB97M-V/def2-TZVPD.

The geometry in XYZ format:
```
13
Properties=species:S:1:pos:R:3:forces:R:3
C -1.122239 -0.305505 -1.377041 0.0348 0.0184 0.0852
C -0.845758 -0.937390 -0.228688 0.0295 0.0352 -0.0361
C -0.311981 -0.427832 1.036992 -0.6943 -0.6275 0.0245
C 0.847084 0.326402 1.227897 0.3811 0.6001 -0.1858
N 1.734252 0.500831 0.029967 0.2614 -0.2523 -0.0303
C 0.930520 1.544857 0.311192 -0.0706 0.2371 -0.0771
H -1.070236 0.774802 -1.470039 0.0006 -0.1556 -0.0095
H -1.423259 -0.862614 -2.260329 -0.0168 0.0595 0.1846
H -1.030364 -2.016006 -0.207922 -0.0319 0.1731 -0.0018
H -0.787388 -0.815292 1.935928 0.1176 -0.0966 -0.1100
H 1.356808 0.359500 2.184583 -0.1428 -0.0146 -0.1583
H 1.536693 -0.078442 -0.793412 -0.0053 0.1495 0.1952
H 0.185866 1.936690 -0.389127 0.1367 -0.1263 0.1194
```
Positions in Å, forces in eV/Å.

Gap between HOMO and LUMO (spin up / spin down) in eV: 7.88 / 7.59
Electronic energy in eV: -6783.52280
Charge: 0
Energy relative to the best compared isomer or geometry (same formula, charge and spin) in eV: 4.990

Atom charges from the Mulliken analysis, given in e for atoms 1 to 2: number 1, C, carries -0.6536; number 2, C, carries -0.1426



An isolated molecule of C5H7N, computed with ωB97M-V/def2-TZVPD.

The geometry in XYZ format:
```
13
Properties=species:S:1:pos:R:3:forces:R:3
C 1.005738 -0.751381 1.011436 0.2391 -0.0814 0.1571
C 0.104560 0.857535 -0.755104 -0.0897 0.2607 -0.1322
C 0.546344 -0.576052 -0.398325 -0.1312 -0.0901 0.1411
C -0.887934 -0.478145 -0.556237 -0.1420 -0.3141 -0.4685
N -1.597164 0.162945 0.545032 -0.1325 0.4483 -0.4591
C -1.034547 1.241096 0.048924 -0.3536 0.1963 0.0282
H 1.961462 -0.265336 1.178916 0.1751 -0.1488 0.0929
H 1.008603 -1.790500 1.335192 0.2138 -0.0685 -0.0466
H 0.670485 1.518452 -1.416052 -0.6587 -0.5909 -0.3553
H 1.039870 -1.052716 -1.250772 0.0583 0.1469 0.3932
H -1.542562 -0.849315 -1.328272 0.3238 0.1177 -0.4135
H 0.230813 -0.239056 1.572732 0.2320 -0.0503 0.5499
H -1.506360 2.224132 0.005180 0.2657 0.1742 0.5127
```
Positions in Å, forces in eV/Å.

Gap between HOMO and LUMO in eV: 9.14
Electronic energy in eV: -6784.63151
Charge: 0
Energy relative to the best compared isomer or geometry (same formula, charge and spin) in eV: 3.881

Atom charges from the Mulliken analysis, given in e for atoms 1 to 2: number 1, C, carries -1.1367; number 2, C, carries -0.4705



An isolated molecule of C5H7N, computed with ωB97M-V/def2-TZVPD.

The geometry in XYZ format:
```
13
Properties=species:S:1:pos:R:3:forces:R:3
C -0.904755 1.456755 0.552530 0.0003 0.0504 0.0423
C -0.063428 0.248462 0.287473 0.0682 -0.1125 -0.0080
C 0.017976 -0.408311 -1.058610 -0.0146 0.0375 0.1008
N 0.858400 -1.559322 -0.750642 0.1886 -0.2011 0.0718
C 1.311089 -1.663328 0.494755 -0.3378 0.3497 -0.3300
C 0.697446 -0.464950 1.135853 -0.0249 0.0397 0.0671
H -0.595730 1.954376 1.475949 -0.0404 -0.0879 -0.1279
H -0.855210 2.183000 -0.266176 0.0323 -0.1124 0.1033
H -1.957724 1.169535 0.666192 0.1438 0.0368 -0.0485
H -0.958141 -0.706339 -1.461525 0.1115 0.0144 0.0936
H 1.093897 -2.235233 -1.463318 -0.0040 0.1113 0.1192
H 0.505930 0.244446 -1.795466 -0.0908 -0.0699 0.0880
H 0.850251 -0.219092 2.182985 -0.0320 -0.0559 -0.1715
```
Positions in Å, forces in eV/Å.

Gap between HOMO and LUMO in eV: 8.97
Electronic energy in eV: -6786.40725
Charge: 0
Energy relative to the best compared isomer or geometry (same formula, charge and spin) in eV: 2.105

Atom charges from the Mulliken analysis, given in e for atoms 1 to 2: number 1, C, carries -1.2213; number 2, C, carries 0.5093



An isolated molecule of C5H7N, computed with ωB97M-V/def2-TZVPD.

The geometry in XYZ format:
```
13
Properties=species:S:1:pos:R:3:forces:R:3
C -1.549022 -0.947793 0.753451 -0.0895 -0.0057 0.0464
C -1.010939 0.062349 -0.190047 -0.1391 -0.3522 -0.0777
N -0.349271 1.145293 0.192223 -0.0509 0.1101 0.1935
C 0.859311 1.377722 -0.414273 0.2612 0.0848 0.0077
C 1.746012 0.284481 -0.496703 0.2196 -0.2429 -0.0926
C 2.490366 -0.675277 -0.460179 -0.1753 0.3603 -0.0202
H -1.825816 -0.522729 1.723381 -0.0260 0.0130 -0.1044
H -2.392572 -1.497588 0.328568 0.0569 0.1158 0.0915
H -0.742911 -1.675817 0.939401 -0.1563 0.0457 0.0543
H -0.873313 -0.193319 -1.231894 0.1562 -0.1230 0.0826
H -0.636736 1.655490 1.029440 0.0538 -0.0759 -0.2193
H 1.164259 2.390279 -0.634380 0.0089 -0.0434 0.1578
H 3.184119 -1.473149 -0.319542 -0.1194 0.1136 -0.1197
```
Positions in Å, forces in eV/Å.

Gap between HOMO and LUMO (spin up / spin down) in eV: 7.00 / 7.56
Electronic energy in eV: -6784.09784
Charge: 0
Energy relative to the best compared isomer or geometry (same formula, charge and spin) in eV: 4.415

Atom charges from the Mulliken analysis, given in e for atoms 1 to 2: number 1, C, carries -0.9309; number 2, C, carries -0.1156



A structure of composition C5H7N at a distorted geometry, computed with ωB97M-V/def2-TZVPD.

The geometry in XYZ format:
```
13
Properties=species:S:1:pos:R:3:forces:R:3
C 0.478481 -1.232384 0.175653 1.1037 1.7053 -1.2271
C 1.352370 0.070912 -0.643431 -1.1474 -1.5003 1.4420
C 0.547270 1.146327 -0.631407 0.1939 -0.9474 0.4196
C -0.622476 0.926117 0.313840 0.8808 1.0606 0.0839
N -1.890793 0.397854 -0.082547 0.9208 -2.1913 1.7570
C -0.526933 -0.397617 0.909633 -1.4059 0.4115 -0.8902
H 0.896511 -2.059425 0.815115 0.2772 1.2900 -0.6308
H 0.146554 -1.699121 -0.742185 -0.5639 -0.4518 0.0121
H 2.318548 -0.154251 -1.114376 -0.6453 0.3780 0.0000
H 0.605058 2.119686 -1.132752 0.4669 -0.6132 0.0644
H -0.782221 1.736738 1.012642 0.0282 0.3803 -0.0172
H -1.829651 -0.260025 -0.853376 0.3730 0.2329 -0.3931
H -0.692714 -0.594816 1.973191 -0.4819 0.2454 -0.6206
```
Positions in Å, forces in eV/Å.

Gap between HOMO and LUMO in eV: 10.25
Electronic energy in eV: -6784.70088
Charge: 0
Energy relative to the best compared isomer or geometry (same formula, charge and spin) in eV: 3.812

Atom charges from the Mulliken analysis, given in e for atoms 1 to 2: number 1, C, carries -0.6805; number 2, C, carries -0.3762



Look up the energy relative to the best compared isomer or geometry (same formula, charge and spin) of the third one. 3.881 eV